Record 1
{"formula": "C4H4N2O", "method": "wB97M-V/def2-TZVPD", "symbols": ["C", "C", "C", "C", "N", "N", "O", "H", "H", "H", "H"], "positions_angstrom": [[0.465536, -0.940560, -0.300883], [-1.011598, -0.413437, 0.054251], [-0.314955, 0.967393, 0.386618], [1.817370, -0.029943, -0.389745], [1.496476, -1.229768, 0.394658], [-2.179788, -0.781827, 0.084678], [1.138434, 1.117854, 0.201827], [-0.767539, 1.697639, -0.291334], [-0.527979, 1.248271, 1.420972], [2.311029, 0.075559, -1.330078], [-2.426985, -1.711183, -0.230959]], "atomic_forces_ev_per_a": [[2.14, -0.54, -0.61], [5.49, 0.44, -0.57], [-0.39, 0.91, 0.12], [-6.98, -0.71, 0.02], [-0.69, -0.53, 0.72], [-0.95, 0.35, 0.04], [0.57, 0.23, 0.46], [0.02, -0.09, 0.07], [-0.01, -0.08, -0.11], [0.42, 0.15, -0.18], [0.39, -0.13, 0.04]], "lowdin_charge": [-0.094, -0.243, -0.103, -0.161, 0.121, 0.161, -0.137, 0.132, 0.130, 0.116, 0.079], "gap_ev": 8.74, "relative_energy_ev": 5.812, "energy_ev": -9234.676, "charge": 0, "smiles": "[H]/N=C1/CO[C@H]2N=C12", "homo_ev": -8.64}

Record 2
{"formula": "C4H4N2O", "method": "wB97M-V/def2-TZVPD", "symbols": ["C", "C", "C", "C", "H", "H", "H", "H", "N", "N", "O"], "positions_angstrom": [[-0.588529, -0.424136, -1.664185], [-0.173678, -0.105057, -0.332637], [0.629098, -0.058154, 1.848026], [0.391195, -1.057072, 0.694117], [-0.158305, -0.161727, 2.603942], [1.604690, -0.207504, 2.236877], [-0.315177, -1.815282, 0.984784], [1.243553, -1.567995, 0.219262], [-0.932079, -0.601412, -2.742490], [-0.134631, 1.110951, -0.006436], [0.442962, 1.256530, 1.240713]], "atomic_forces_ev_per_a": [[-0.21, 0.21, 0.23], [0.08, -0.84, 0.11], [-1.23, -0.47, -1.22], [-0.08, 0.30, -0.54], [0.37, -0.05, -0.01], [0.84, 0.52, 0.59], [-0.33, -0.34, -0.04], [0.09, 0.26, 0.62], [-0.03, -0.27, -0.27], [0.41, 1.07, 0.56], [0.09, -0.39, -0.03]], "lowdin_charge": [-0.152, -0.311, -0.123, -0.082, 0.125, 0.106, 0.111, 0.127, 0.169, 0.130, -0.100], "gap_ev": 10.58, "relative_energy_ev": 2.496, "energy_ev": -9237.992, "charge": 0, "smiles": "N#CC1=NOCC1", "homo_ev": -10.15}

Record 3
{"formula": "C4H4N2O", "method": "wB97M-V/def2-TZVPD", "symbols": ["N", "C", "C", "N", "C", "C", "O", "H", "H", "H", "H"], "positions_angstrom": [[-1.185713, 0.820581, 1.885542], [-0.601342, 0.364688, 0.858215], [0.157518, 1.250575, -0.041739], [1.013721, 0.853966, -0.905275], [1.109146, -0.515384, -1.047095], [0.210265, -1.348971, -0.515589], [-0.663901, -0.964091, 0.460810], [-1.667081, 0.085438, 2.397007], [-0.047231, 2.312351, 0.045316], [1.791395, -0.924984, -1.780412], [-0.116779, -1.934168, -1.356781]], "atomic_forces_ev_per_a": [[0.35, -0.38, -0.46], [-0.17, 0.26, 0.36], [0.18, 0.27, 0.03], [0.28, 0.28, 0.69], [0.38, 0.22, -0.10], [-0.30, 0.95, -0.85], [0.02, 0.20, -0.47], [-0.09, -0.07, 0.01], [-0.05, -0.05, 0.07], [-0.09, 0.29, -0.17], [-0.51, -1.98, 0.89]], "lowdin_charge": [0.162, -0.394, -0.069, 0.093, -0.141, -0.118, 0.048, 0.065, 0.120, 0.108, 0.127], "gap_ev": 8.83, "relative_energy_ev": 2.336, "energy_ev": -9238.152, "charge": 0, "smiles": "[H]/N=c1/cncco1", "homo_ev": -9.03}

Record 4
{"formula": "C4H4N2O", "method": "wB97M-V/def2-TZVPD", "symbols": ["O", "C", "C", "C", "N", "C", "N", "H", "H", "H", "H"], "positions_angstrom": [[1.524314, -0.352818, -2.355867], [1.188830, 0.024727, -1.266844], [-0.162545, 0.180650, -0.682851], [-0.854291, -0.955371, -0.297736], [-1.190048, -0.912766, 1.023078], [-0.736819, 0.248454, 1.446284], [-0.151745, 0.956190, 0.466234], [1.914220, 0.169936, -0.434605], [-1.036581, -1.839929, -0.894453], [-0.733653, 0.597090, 2.466417], [0.238319, 1.883836, 0.530342]], "atomic_forces_ev_per_a": [[-0.21, 0.06, 0.12], [0.11, -0.12, -0.57], [0.21, -0.25, 0.30], [0.07, -0.15, -0.06], [-0.19, 0.26, -0.02], [-0.18, 0.08, 0.15], [0.08, -0.09, 0.24], [0.33, 0.20, -0.41], [0.13, 0.13, 0.08], [-0.41, 0.06, 0.02], [0.06, -0.19, 0.15]], "lowdin_charge": [0.061, -0.250, -0.214, -0.088, 0.072, -0.180, 0.068, 0.132, 0.120, 0.122, 0.159], "gap_ev": 9.83, "relative_energy_ev": 1.249, "energy_ev": -9239.239, "charge": 0, "smiles": "O=Cc1cnc[nH]1", "homo_ev": -9.46}